# C19H27F17IN8O19S2

A molecular structure, C19H27F17IN8O19S2 (ωB97M-V/def2-TZVPD, OMol25).

Properties
**Highest occupied orbital energy**: -5.929 eV
**Charge**: -1
**2S+1**: 1

Positions of all 93 atoms, in Å:
O (-1.0392, 0.7559, 5.4758)
C (-1.6036, 0.7811, 4.4275)
I (-2.9599, -0.8399, 3.9281)
C (-1.5099, 1.8768, 3.4311)
S (0.1971, 2.1786, 2.8692)
O (0.5849, 3.4186, 3.4949)
O (0.9573, 1.0039, 3.2037)
N (-0.1906, 2.3052, 1.3383)
S (0.7966, 3.1079, 0.3849)
O (2.1989, 2.8543, 0.6494)
O (0.4423, 4.5000, 0.2215)
C (0.4621, 2.3641, -1.2110)
C (-0.2348, 1.0066, -1.2273)
C (0.6151, -0.2015, -0.8921)
F (1.6048, 0.0573, -0.0126)
F (-0.1893, -1.1600, -0.3176)
C (1.2216, -0.9541, -2.1090)
F (0.2226, -1.1810, -3.0043)
F (1.6826, -2.1714, -1.7209)
C (2.3621, -0.2044, -2.8660)
F (3.0229, 0.6622, -2.0791)
F (1.7939, 0.5126, -3.8705)
C (3.3946, -1.1481, -3.5494)
F (4.1455, -0.4039, -4.3942)
F (2.6999, -2.0298, -4.3023)
C (4.3421, -1.9483, -2.5792)
F (4.0081, -3.2586, -2.6527)
F (4.2043, -1.5541, -1.3017)
C (5.8497, -1.8905, -2.9486)
F (6.0110, -2.2301, -4.2388)
F (6.4564, -2.8525, -2.2000)
C (6.5783, -0.5442, -2.6244)
F (7.4452, -0.2970, -3.6369)
F (5.7073, 0.4730, -2.5568)
C (7.4328, -0.5552, -1.3223)
F (6.7535, -1.0257, -0.2859)
F (7.7845, 0.7064, -1.0691)
F (8.5402, -1.2716, -1.5023)
H (-2.1121, 1.6785, 2.5561)
H (-1.8630, 2.7979, 3.8746)
H (1.3914, 2.4054, -1.7614)
H (-0.2192, 3.0638, -1.6839)
H (-0.7253, 0.8781, -2.1852)
H (-1.0147, 1.0290, -0.4754)
C (3.9790, -6.8432, 0.3293)
N (3.6917, -8.1001, -0.4131)
O (4.6313, -8.7845, -0.7619)
O (2.5285, -8.3589, -0.6204)
H (5.0517, -6.7494, 0.4417)
H (3.5696, -6.0258, -0.2553)
H (3.4815, -6.9127, 1.2919)
C (-3.6005, 3.7842, 7.4574)
N (-4.1479, 3.1061, 6.2518)
O (-5.0822, 2.3495, 6.3940)
O (-3.6015, 3.3608, 5.2027)
H (-4.1749, 3.4641, 8.3176)
H (-2.5577, 3.4933, 7.5405)
H (-3.6860, 4.8534, 7.2920)
C (-3.4165, 4.0919, 1.4802)
N (-3.4695, 3.2426, 0.2585)
O (-2.4149, 2.9522, -0.2407)
O (-4.5653, 2.8853, -0.1425)
H (-2.3694, 4.3023, 1.6764)
H (-3.9766, 4.9969, 1.2786)
H (-3.8723, 3.5316, 2.2859)
C (0.8901, -4.5092, -0.0394)
N (0.3151, -4.2402, 1.3056)
O (-0.6060, -3.4648, 1.3768)
O (0.8343, -4.8106, 2.2463)
H (0.3370, -3.9330, -0.7682)
H (1.9322, -4.2074, -0.0113)
H (0.8019, -5.5737, -0.2272)
C (-7.7376, 5.1456, 3.9714)
N (-6.4147, 4.8856, 3.3394)
O (-5.5345, 5.6988, 3.5207)
O (-6.3185, 3.8704, 2.6891)
H (-7.6765, 6.0788, 4.5171)
H (-8.4714, 5.1966, 3.1735)
H (-7.9477, 4.3099, 4.6311)
C (-6.3155, 2.6511, -3.2253)
N (-5.8199, 3.7423, -4.1069)
O (-6.5899, 4.6380, -4.3881)
O (-4.6770, 3.6618, -4.4926)
H (-7.3473, 2.8632, -2.9751)
H (-6.2259, 1.7224, -3.7796)
H (-5.6918, 2.6276, -2.3357)
C (2.4238, -5.5042, -4.6906)
N (1.7824, -5.2229, -3.3784)
O (0.8283, -4.4831, -3.3592)
O (2.2706, -5.7669, -2.4085)
H (1.8864, -4.9565, -5.4543)
H (3.4567, -5.1788, -4.6186)
H (2.3700, -6.5762, -4.8516)

Atoms 1-2, force components in eV/Å:
-0.519 -0.067 -0.668
0.612 0.158 1.340

=====

# H20O10

10 unconnected molecules or ions with the total composition H20O10 (ωB97M-V/def2-TZVPD, OMol25).

Properties
**⟨S²⟩**: 0.75
**Highest occupied orbital energy (alpha / beta)**: 0.175 / -8.013 eV
**Charge**: -1
**2S+1**: 2
**Energy above the lowest of the compared OMol25 structures with the same formula, charge and spin**: 0.761 eV

Positions of all 30 atoms, in Å:
O (-6.7590, -9.3940, -12.9369)
H (-6.9434, -10.2917, -12.6606)
H (-6.8271, -8.8771, -12.1342)
O (-7.0265, -7.6658, -7.2232)
H (-6.8128, -8.2290, -7.9671)
H (-7.9811, -7.7011, -7.1619)
O (-10.1958, -9.4502, -9.3655)
H (-10.2050, -8.9580, -8.5446)
H (-9.5313, -9.0144, -9.8992)
O (-6.8978, -7.5729, -10.8275)
H (-7.8518, -7.6477, -10.8457)
H (-6.7001, -6.8729, -11.4498)
O (-8.3303, -7.2007, -13.9776)
H (-7.7469, -7.3510, -14.7215)
H (-7.9565, -7.7255, -13.2697)
O (-4.8582, -9.6754, -10.3051)
H (-5.5299, -10.0081, -9.7098)
H (-5.1641, -8.8014, -10.5476)
O (-3.9065, -6.3451, -10.5128)
H (-2.9706, -6.1580, -10.5859)
H (-4.2937, -5.9391, -11.2883)
O (-5.7530, -5.9157, -12.7420)
H (-4.9106, -5.9310, -13.1963)
H (-6.1814, -5.1201, -13.0576)
O (-9.4847, -7.6079, -11.1975)
H (-9.8018, -8.1048, -11.9516)
H (-10.1626, -6.9506, -11.0409)
O (-9.2104, -4.8441, -12.9331)
H (-8.4846, -5.0746, -12.3533)
H (-9.2820, -5.5855, -13.5343)

Atoms 1-2, force components in eV/Å:
-0.231 -0.346 -0.880
0.043 -0.271 0.042

=====

# C4H6N2O

A molecular structure, C4H6N2O (ωB97M-V/def2-TZVPD, OMol25).

Properties
**Highest occupied orbital energy**: -9.691 eV
**Charge**: 0
**2S+1**: 1
**Energy above the lowest of the compared OMol25 structures with the same formula, charge and spin**: 5.837 eV

Positions of all 13 atoms, in Å:
C (-0.3115, 0.8520, -0.4313)
C (-1.7487, 0.1775, -0.0218)
C (1.7442, -0.4192, 0.1352)
C (0.3908, -1.3648, -0.0876)
H (-0.7172, 2.4880, 0.0679)
H (-2.2456, 1.1775, 0.3902)
H (2.7624, -0.6381, -0.4174)
H (1.8328, 0.1245, 1.1447)
H (0.3914, -2.4342, -0.3775)
H (-0.5337, -0.9790, 0.8230)
N (0.0945, 2.0047, -0.1256)
N (0.5952, -0.0919, -0.8716)
O (-2.2545, -0.8972, -0.2284)

Atoms 1-2, force components in eV/Å:
0.769 -2.631 0.512
-0.904 3.557 -1.272

=====

# C5H5NO

2 unconnected molecules or ions with the total composition C5H5NO (ωB97M-V/def2-TZVPD, OMol25).

Properties
**Highest occupied orbital energy**: -10.816 eV
**Charge**: 0
**2S+1**: 1
**Energy above the lowest of the compared OMol25 structures with the same formula, charge and spin**: 1.302 eV

Positions of all 12 atoms, in Å:
O (-1.9122, -3.0724, 0.3102)
C (-1.0532, -2.4486, 0.7099)
C (-0.3208, 0.9296, 0.6701)
C (1.1309, 0.6212, 0.5254)
C (0.2812, 0.8088, -0.7120)
C (-0.0163, -0.3465, -1.5293)
N (-0.2465, -1.2807, -2.1752)
H (-0.9716, 0.1309, 1.0065)
H (-0.6146, 1.9260, 0.9841)
H (1.4549, -0.3918, 0.7449)
H (1.8573, 1.3974, 0.7440)
H (0.4110, 1.7261, -1.2786)

Atoms 1-2, force components in eV/Å:
1.022 0.713 0.489
-1.039 -0.815 -0.472

=====

# C4H4ClNO2

2 unconnected molecules or ions with the total composition C4H4ClNO2 (ωB97M-V/def2-TZVPD, OMol25).

Properties
**Highest occupied orbital energy**: -8.065 eV
**Charge**: 0
**2S+1**: 1
**Energy above the lowest of the compared OMol25 structures with the same formula, charge and spin**: 5.237 eV

Positions of all 12 atoms, in Å:
C (-0.9406, -0.6573, -0.2701)
C (0.1062, -1.5590, -0.2033)
C (1.2458, -0.6977, -0.1244)
C (0.9339, 0.6021, -0.1078)
H (-2.8723, 0.0664, 0.0080)
H (-0.1417, -2.6708, -0.2356)
H (0.8623, 2.4708, 0.0619)
H (-0.9576, 1.5774, 1.1427)
N (-0.4553, 0.6888, -0.2822)
O (-2.3217, -0.7567, 0.1333)
O (1.5396, 1.8359, -0.1452)
Cl (3.0015, -0.9000, 0.0226)

Atoms 1-2, force components in eV/Å:
-1.770 1.639 2.370
-3.284 -0.800 -0.536

=====

# ClH22O15

12 unconnected molecules or ions with the total composition ClH22O15 (ωB97M-V/def2-TZVPD, OMol25).

Properties
**Highest occupied orbital energy**: -7.716 eV
**Charge**: -1
**2S+1**: 1
**Energy above the lowest of the compared OMol25 structures with the same formula, charge and spin**: 1.781 eV

Positions of all 38 atoms, in Å:
Cl (-31.4310, -4.1050, -3.1100)
O (-30.0150, -3.6900, -3.0050)
O (-31.9420, -4.8400, -1.8570)
O (-32.2740, -2.8540, -3.3510)
O (-31.6520, -4.9930, -4.3140)
O (-28.4440, -1.1280, -4.2650)
H (-27.9890, -1.9410, -4.1830)
H (-28.0220, -0.5590, -4.8720)
O (-29.0220, -1.8700, -1.4310)
H (-29.4010, -2.6080, -0.9790)
H (-29.1430, -2.1750, -2.3540)
O (-31.1340, -7.2430, -2.9140)
H (-31.6430, -6.5900, -3.3380)
H (-30.3960, -6.7010, -2.5460)
O (-31.2730, -0.9600, -5.3000)
H (-31.8970, -1.0470, -4.5810)
H (-30.4860, -1.2380, -4.8870)
O (-30.5890, -6.7960, -0.2860)
H (-31.2050, -6.3130, -0.8790)
H (-30.4470, -7.6310, -0.6860)
O (-31.4690, -6.5280, -6.6410)
H (-31.3810, -7.5030, -6.5440)
H (-31.6040, -6.2940, -5.6610)
O (-32.2180, -0.2870, -2.7170)
H (-32.3640, 0.0430, -1.8420)
H (-32.4180, -1.2190, -2.7730)
O (-31.8730, -3.4850, -6.8090)
H (-31.8630, -4.3440, -6.4330)
H (-32.0080, -2.9420, -6.0490)
O (-28.6440, -5.8810, -2.4050)
H (-28.8040, -4.9600, -2.6230)
H (-28.5160, -6.3110, -3.2080)
O (-29.1780, -3.9150, -5.6260)
H (-29.3730, -3.0610, -6.0500)
H (-29.8890, -4.0640, -4.9970)
O (-31.4140, -3.7520, 0.5180)
H (-31.7340, -4.3620, -0.1940)
H (-30.5130, -4.0310, 0.6410)

Atoms 1-2, force components in eV/Å:
-3.211 1.336 0.224
-2.446 -1.080 -0.162

=====

# C38H33ClCoN6O2PS2Te

A molecular structure, C38H33ClCoN6O2PS2Te (ωB97M-V/def2-TZVPD, OMol25).

Properties
**⟨S²⟩**: 6.05
**Highest occupied orbital energy (alpha / beta)**: -6.477 / -6.597 eV
**Charge**: 0
**2S+1**: 5

Positions of all 85 atoms, in Å:
Co (-0.3355, 0.2540, -0.4787)
N (-6.2450, 5.2480, 2.8677)
C (-5.2489, 4.2924, 2.7759)
C (-3.9646, 4.6475, 2.3598)
C (-2.9576, 3.7030, 2.3182)
C (-3.2283, 2.3878, 2.6795)
C (-4.5019, 2.0230, 3.0992)
C (-5.5044, 2.9697, 3.1514)
S (-1.9357, 1.2195, 2.6281)
O (-0.7000, 1.9245, 2.8451)
O (-2.2883, 0.1232, 3.5015)
N (-1.8109, 0.6678, 1.1094)
C (-2.8122, 0.1727, 0.3734)
N (-2.3200, -0.2587, -0.8226)
C (-3.1502, -0.8373, -1.6780)
C (-4.4892, -0.9861, -1.3904)
C (-4.9044, -0.4964, -0.1528)
N (-4.1005, 0.0700, 0.7288)
H (-6.1107, 6.1079, 2.3656)
H (-7.1953, 4.9249, 2.9081)
H (-3.7570, 5.6712, 2.0732)
H (-1.9572, 3.9789, 2.0113)
H (-4.6925, 0.9995, 3.3853)
H (-6.4961, 2.6919, 3.4873)
H (-2.7251, -1.1700, -2.6185)
H (-5.1702, -1.4560, -2.0819)
H (-5.9465, -0.5744, 0.1406)
N (2.3763, -1.3140, -0.3853)
P (1.8052, -0.1419, -1.5043)
C (2.4168, -0.8562, -3.0500)
C (1.5000, -1.2913, -3.9985)
C (1.9389, -1.8790, -5.1790)
C (3.2961, -2.0333, -5.4066)
C (4.2192, -1.6017, -4.4591)
C (3.7836, -1.0074, -3.2875)
C (2.8268, 1.3194, -1.2366)
C (3.2810, 1.7374, 0.1495)
C (3.6693, 3.1852, 0.1939)
C (3.9164, 3.9165, -0.9163)
C (3.7326, 3.3551, -2.2020)
C (3.1279, 2.0890, -2.3226)
C (1.5974, -1.8758, 0.6102)
C (2.1307, -2.8852, 1.4170)
C (1.3598, -3.3935, 2.4336)
C (0.0687, -2.9105, 2.6235)
C (-0.3867, -1.9285, 1.7792)
N (0.3555, -1.4029, 0.7838)
H (3.2791, -1.7437, -0.5273)
H (0.4390, -1.1684, -3.8154)
H (1.2198, -2.2098, -5.9163)
H (3.6406, -2.4830, -6.3287)
H (5.2790, -1.7182, -4.6424)
H (4.5070, -0.6371, -2.5705)
H (4.2085, 1.1635, 0.3378)
H (3.7599, 3.6303, 1.1778)
H (4.2134, 4.9534, -0.8266)
H (3.9604, 3.9277, -3.0899)
H (2.8729, 1.7465, -3.3170)
H (3.1385, -3.2375, 1.2412)
H (1.7628, -4.1603, 3.0825)
H (-0.5663, -3.2694, 3.4188)
H (-1.3742, -1.5119, 1.9035)
Cl (5.2326, 0.5812, 6.5467)
C (4.3899, 0.8316, 5.0411)
C (3.5587, 1.9270, 4.8978)
C (2.8921, 2.1177, 3.6949)
C (3.0475, 1.2288, 2.6382)
C (2.3277, 1.4428, 1.3353)
C (3.8880, 0.1323, 2.8165)
C (4.5627, -0.0750, 4.0078)
H (3.4266, 2.6149, 5.7208)
H (2.2246, 2.9627, 3.5810)
H (1.7253, 0.5598, 1.1361)
H (1.6193, 2.2635, 1.4372)
H (4.0172, -0.5775, 2.0064)
H (5.2134, -0.9279, 4.1417)
Te (-0.5033, 2.8645, -0.7158)
C (0.1250, 3.3927, -2.6411)
C (0.2200, 2.6550, -3.7875)
C (0.6693, 3.4089, -4.9125)
C (0.9036, 4.7131, -4.6011)
S (0.5805, 5.0152, -2.9449)
H (-0.0309, 1.6025, -3.8310)
H (0.7999, 2.9974, -5.9031)
H (1.2329, 5.5030, -5.2556)

Atoms 1-2, force components in eV/Å:
-0.443 0.269 0.343
0.035 0.029 0.098

=====

no.,largest force on an atom (Eh/bohr),E_tot (eV)
1,0.0288,-146914.8099
2,0.0234,-20799.6305
3,0.1027,-9267.6645
4,0.0273,-8802.1167
5,0.0859,-22314.8545
6,0.0844,-43586.7299
7,0.0121,-141379.6827